Molecular formula: C29H29MgN7O5Te
Method: DFT, the ωB97M-V functional and the def2-TZVPD basis

```
72
Properties=species:S:1:pos:R:3:forces:R:3:mulliken_charge:R:1
Mg -1.2620 -1.6383 -1.3238 1.248 -0.025 0.145 1.14
O 0.5237 -0.9463 -0.3528 1.476 -0.231 0.630 -0.87
C 1.6098 -1.4542 -0.0335 0.364 0.857 -0.106 -0.14
C 2.0895 -2.7768 -0.3811 0.026 -0.012 1.217 0.73
C 3.2490 -3.2957 0.2513 -0.651 2.598 -1.544 -0.32
C 3.7232 -4.5120 -0.1580 -0.110 -0.462 -0.355 -0.18
C 2.9996 -5.2899 -1.0952 -0.827 0.580 -0.230 -0.50
C 1.7858 -4.8735 -1.5636 0.283 0.555 0.241 -0.77
C 1.2327 -3.5760 -1.2013 0.534 -0.902 0.663 0.20
O 0.0914 -3.2041 -1.4971 -1.024 -0.566 -0.708 -0.57
N 4.9618 -4.9045 0.3749 1.984 0.504 2.884 0.89
O 5.2925 -4.2758 1.4415 -0.123 -1.557 -2.158 -0.61
O 5.6858 -5.7864 -0.1043 -1.193 0.760 0.000 -0.63
H 2.3830 -0.8444 0.5381 -0.915 -0.270 -0.325 0.23
H 3.8689 -2.5457 0.7931 -0.576 -1.104 -0.045 0.39
H 3.3368 -6.2223 -1.4789 0.645 -0.641 0.177 0.45
H 1.2036 -5.5043 -2.2067 -0.167 -0.173 -0.279 0.45
N -2.6198 1.8150 0.8937 0.457 0.015 -0.152 0.27
C -1.6054 1.3311 0.1820 0.443 0.102 -0.229 -0.51
N -1.9744 0.1522 -0.2446 0.791 -1.091 -0.652 0.05
C -3.1719 -0.1092 0.3218 0.049 0.068 0.564 0.08
N -3.6065 0.9299 1.0244 -0.911 -0.846 0.200 -0.92
C -3.6137 -1.5093 0.4020 -0.555 0.536 -0.359 0.41
C -4.8385 -1.8291 0.9215 -0.155 -1.279 0.517 -0.45
N -5.2033 -3.1206 1.2371 -0.930 1.474 -0.138 -0.80
C -4.2871 -4.0717 0.9295 0.396 1.565 -0.349 -0.38
C -3.1063 -3.7433 0.3407 0.882 -0.014 -0.613 -0.62
N -2.6844 -2.4661 -0.0172 -0.891 -0.182 0.496 0.37
H -2.6155 2.5920 1.4930 0.021 1.117 0.527 0.23
H -0.6103 1.7755 0.0695 -0.551 0.048 -0.104 0.58
H -5.5560 -1.0238 1.1313 0.328 -0.431 0.071 0.38
H -4.5712 -5.0763 1.1405 0.112 -0.685 0.171 0.41
H -2.3897 -4.5127 0.1146 0.182 -0.310 -0.175 0.44
C 0.9655 1.0957 5.1664 0.390 0.471 -0.621 -1.32
C 0.1244 0.5075 3.9951 -0.267 1.100 0.704 0.05
O 0.0687 -0.8876 4.0556 0.129 -0.428 0.536 -0.42
C -0.3945 -1.5056 2.8695 -0.627 0.155 0.047 0.98
C -0.7941 -2.9348 3.1658 0.156 0.522 0.612 -1.24
H 1.1486 2.2086 5.0630 -0.339 -1.265 -0.143 0.33
H 1.9421 0.6144 5.2892 -0.057 0.035 -0.488 0.32
H 0.4876 0.9280 6.1207 -0.520 -0.019 0.232 0.34
H 0.5067 0.7825 3.0149 0.277 0.466 -0.070 0.27
H -0.9040 0.9593 4.1070 0.591 -0.454 -0.318 0.14
H 0.3395 -1.4804 2.0724 0.524 0.023 0.087 -0.17
H -1.2315 -0.9399 2.4291 -0.197 -0.075 0.372 -0.19
H 0.0779 -3.5660 3.2942 0.122 -0.223 -0.205 0.31
H -1.4432 -3.2584 2.3893 -0.239 -0.632 -0.929 0.18
H -1.3888 -3.0313 4.0702 -0.012 0.338 0.274 0.38
N -1.0426 -1.1608 -3.2556 -0.569 -0.072 0.302 -0.54
C -1.2157 -0.1629 -4.0845 0.227 -1.028 -1.898 0.13
C -1.2627 -0.4489 -5.5484 0.108 0.815 0.602 -0.31
C -1.3403 0.5912 -6.4347 0.509 1.373 -0.478 -0.39
C -1.3525 1.9769 -5.9900 -0.637 -0.989 0.890 -0.32
C -1.3682 2.3239 -4.6314 0.620 -3.246 0.174 -0.79
C -1.2613 1.1948 -3.7254 -0.419 2.547 -0.799 0.16
H -1.1843 -1.4886 -5.8695 -0.053 0.272 0.173 0.37
H -1.2574 0.4865 -7.5498 -0.316 -0.303 1.169 0.24
H -1.4930 2.7185 -6.7356 0.140 0.680 -0.620 0.36
H -1.3780 3.3282 -4.2189 -0.054 -0.082 -0.324 0.40
H -1.2017 1.4128 -2.6834 0.018 0.046 0.673 0.27
Te 2.9006 3.3058 0.8087 -0.456 0.664 -0.394 -0.44
C 2.3366 5.3603 0.3396 0.381 -0.675 -0.210 -0.62
C 2.3125 6.2612 1.3872 0.307 1.903 1.086 -0.18
C 2.1528 7.6555 1.1659 -0.645 -0.231 -0.165 -0.43
C 1.8461 8.1547 -0.1184 0.278 0.323 0.897 -0.32
C 1.8039 7.2382 -1.1666 0.195 0.131 0.353 -0.35
C 2.1034 5.8979 -0.9430 -0.179 -0.754 -0.590 -0.10
H 2.5098 5.9591 2.4388 -0.177 -0.045 -0.963 0.27
H 2.1749 8.3491 2.0269 0.070 -0.450 -0.514 0.27
H 1.6847 9.2506 -0.2720 0.092 -1.105 0.080 0.28
H 1.5647 7.5902 -2.1607 0.060 -0.091 -0.167 0.34
H 2.1422 5.2305 -1.8241 -0.071 0.306 0.649 0.31
```
Positions in Å, forces in eV/Å.

Computed properties:
ΔE to the lowest compared entry with this formula, charge and spin	9.0	kcal per mole
total energy	-63947.9160	eV
LUMO (spin up / spin down)	0.133 / 0.133	Eh
charge	-2
2S+1	1
Kohn-Sham gap (spin up / spin down)	0.1928 / 0.1774	hartree